No. 1
{"formula": "C24H21Br4F6N3O6S2SbTi", "method": "ωB97M-V with the def2-TZVPD basis set", "e_above_lowest_ev": 2.958, "e_homo_ev": [-2.73, -2.73], "orbital_gap_ev": [4.6, 4.7], "largest_force_ev_per_a": 2.17, "charge": -2, "e_lumo_ha": [0.0704, 0.0704], "spin_multiplicity": 2, "symbols": ["Ti", "C", "C", "N", "C", "C", "C", "S", "N", "C", "O", "C", "C", "C", "C", "C", "C", "H", "H", "H", "H", "H", "H", "H", "H", "H", "H", "H", "H", "H", "H", "H", "Br", "C", "C", "Br", "C", "Br", "C", "O", "C", "O", "C", "Br", "F", "Sb", "F", "F", "F", "F", "F", "N", "C", "C", "C", "C", "C", "C", "S", "O", "O", "O", "H", "H", "H", "H", "H", "H"], "xyz": [[1.287, -1.430, -0.870], [2.167, -4.428, 2.386], [1.158, -3.840, 3.359], [1.135, -2.381, 3.290], [2.158, -1.657, 4.042], [1.584, -1.024, 5.302], [0.273, -1.693, 2.528], [-1.072, -2.577, 1.863], [0.395, -0.393, 2.453], [0.326, 0.389, 1.396], [0.503, -0.010, 0.226], [0.069, 1.840, 1.580], [-0.219, 2.612, 0.456], [-0.476, 3.968, 0.590], [-0.422, 4.553, 1.848], [-0.121, 3.789, 2.972], [0.118, 2.431, 2.841], [2.146, -5.518, 2.427], [3.181, -4.093, 2.611], [1.921, -4.108, 1.374], [1.384, -4.119, 4.392], [0.165, -4.225, 3.136], [2.610, -0.906, 3.396], [2.930, -2.384, 4.296], [0.808, -0.308, 5.038], [2.363, -0.503, 5.858], [1.144, -1.785, 5.950], [-0.247, 2.144, -0.521], [-0.728, 4.573, -0.276], [-0.617, 5.614, 1.946], [-0.077, 4.254, 3.949], [0.348, 1.820, 3.702], [-4.457, -3.424, -4.369], [-3.669, -2.704, -2.818], [-4.422, -2.628, -1.627], [-6.227, -3.179, -1.598], [-3.820, -2.132, -0.497], [-4.767, -1.969, 1.125], [-2.474, -1.689, -0.485], [-1.955, -1.170, 0.626], [-1.710, -1.723, -1.698], [-0.522, -1.272, -1.809], [-2.369, -2.260, -2.851], [-1.331, -2.341, -4.415], [2.524, -1.742, 0.455], [3.705, -3.944, -1.268], [5.041, -5.094, -0.379], [0.665, -3.083, -0.398], [4.198, -4.644, -3.008], [1.915, -2.297, -2.406], [2.366, -0.094, -1.476], [0.810, 0.660, -3.861], [0.202, 1.855, -3.519], [0.955, 3.032, -3.414], [0.340, 4.249, -3.187], [-1.042, 4.333, -3.052], [-1.789, 3.167, -3.094], [-1.179, 1.940, -3.328], [-1.800, 5.931, -2.776], [-3.236, 5.681, -2.822], [-1.314, 6.343, -1.457], [-1.300, 6.773, -3.857], [1.804, 0.605, -3.715], [0.337, -0.187, -3.589], [2.034, 2.972, -3.519], [0.924, 5.158, -3.113], [-2.861, 3.240, -2.959], [-1.772, 1.033, -3.382]], "mulliken_charge": [0.328, -0.534, -1.088, 0.174, -0.661, -1.141, 0.748, -0.257, -0.139, 0.324, 0.436, -0.211, -0.087, -0.285, -0.738, -0.561, -0.139, 0.455, 0.369, -0.269, 0.384, 0.485, 0.333, 0.488, 0.248, 0.376, 0.327, 0.057, 0.425, 0.453, 0.386, 0.397, -0.192, 0.393, 0.157, -0.194, 0.335, -0.133, -0.604, -0.494, 0.270, 0.982, 0.004, -0.108, -0.518, 1.128, -0.594, -0.562, -0.547, -0.550, -0.556, -0.537, 0.751, -0.570, -0.672, -0.413, -0.255, -0.214, 1.333, -0.756, -0.721, -0.741, 0.265, -0.179, 0.283, 0.338, 0.461, 0.329]}

No. 2
{"formula": "C24H21ClN2PPr", "method": "ωB97M-V with the def2-TZVPD basis set", "e_above_lowest_ev": 1.635, "e_homo_ev": [-14.26, -14.26], "orbital_gap_ev": [5.7, 5.7], "largest_force_ev_per_a": 5.62, "charge": 2, "e_lumo_ha": [-0.3154, -0.3126], "spin_multiplicity": 3, "symbols": ["Pr", "Cl", "P", "C", "C", "C", "C", "C", "C", "C", "C", "C", "C", "C", "C", "C", "C", "C", "C", "C", "C", "H", "H", "H", "H", "H", "H", "H", "H", "H", "H", "H", "H", "H", "H", "H", "H", "H", "N", "C", "C", "C", "C", "N", "C", "C", "H", "H", "H", "H"], "xyz": [[-0.485, 1.553, 1.460], [-0.157, -0.603, 2.776], [0.613, -0.166, -0.826], [1.737, 1.261, -1.034], [1.961, 1.864, -2.282], [2.706, 3.042, -2.352], [3.178, 3.655, -1.187], [2.941, 3.072, 0.060], [2.265, 1.849, 0.150], [1.675, -1.495, -0.181], [1.022, -2.657, 0.281], [1.719, -3.592, 1.036], [3.080, -3.403, 1.311], [3.749, -2.295, 0.781], [3.055, -1.346, 0.029], [0.089, -0.777, -2.445], [-1.293, -0.799, -2.738], [-1.739, -1.389, -3.920], [-0.824, -1.949, -4.821], [0.544, -1.902, -4.542], [1.005, -1.324, -3.357], [-0.049, -2.773, 0.107], [1.196, -4.464, 1.431], [3.613, -4.117, 1.940], [4.813, -2.156, 0.971], [3.575, -0.471, -0.363], [1.562, 1.403, -3.183], [2.920, 3.489, -3.324], [3.740, 4.585, -1.249], [3.295, 3.551, 0.978], [2.239, 1.316, 1.118], [-1.997, -0.365, -2.022], [-2.807, -1.422, -4.138], [-1.185, -2.424, -5.736], [1.256, -2.326, -5.246], [2.071, -1.315, -3.134], [-1.237, 1.972, -0.269], [-1.571, 1.026, -0.061], [-6.231, 0.413, 6.266], [-5.490, 0.618, 5.384], [-4.575, 0.867, 4.294], [-4.747, 0.238, 3.055], [-3.832, 0.463, 2.036], [-2.775, 1.301, 2.204], [-2.607, 1.926, 3.402], [-3.487, 1.725, 4.457], [-5.578, -0.446, 2.894], [-3.913, -0.035, 1.065], [-1.736, 2.604, 3.514], [-3.302, 2.218, 5.410]], "mulliken_charge": [0.805, -0.285, 0.679, 0.609, -0.631, -0.642, -0.587, -0.968, -0.630, 0.689, -0.690, -0.587, -0.514, -0.695, -0.195, 0.416, -0.260, -0.601, -0.509, -0.714, -0.157, 0.347, 0.413, 0.416, 0.424, 0.427, 0.463, 0.439, 0.440, 0.464, 1.025, 0.089, 0.404, 0.413, 0.410, 0.447, 0.419, 0.010, -0.312, -0.270, 0.800, -0.585, -0.198, -0.210, 0.042, -0.704, 0.479, 0.439, 0.467, 0.467]}

No. 3
{"formula": "C24H21F12NO3Pt", "method": "ωB97M-V with the def2-TZVPD basis set", "e_above_lowest_ev": 3.225, "e_homo_ev": [-0.42, -0.42], "orbital_gap_ev": [5.1, 5.1], "largest_force_ev_per_a": 2.38, "charge": -2, "e_lumo_ha": [0.1731, 0.1731], "spin_multiplicity": 1, "symbols": ["Pt", "C", "C", "C", "C", "C", "N", "C", "C", "C", "C", "C", "C", "C", "C", "O", "C", "F", "F", "F", "C", "F", "F", "F", "C", "C", "C", "O", "C", "F", "F", "F", "C", "F", "F", "F", "H", "H", "H", "H", "H", "H", "H", "H", "H", "H", "H", "H", "C", "C", "C", "C", "O", "H", "H", "H", "H", "H", "H", "H", "H", "H"], "xyz": [[-0.850, -0.774, 0.886], [0.437, -1.317, -6.092], [0.492, -1.098, -4.599], [1.235, -0.087, -4.005], [1.212, 0.109, -2.633], [0.451, -0.694, -1.759], [0.565, -0.503, -0.381], [1.243, 0.718, 0.005], [2.564, 0.576, 0.390], [3.343, 1.650, 0.823], [2.789, 2.914, 0.889], [3.558, 4.096, 1.404], [1.466, 3.047, 0.505], [0.659, 1.992, 0.061], [-0.874, 2.210, -0.249], [-1.555, 1.084, -0.473], [-1.027, 3.091, -1.525], [-0.307, 4.225, -1.539], [-2.299, 3.463, -1.703], [-0.654, 2.400, -2.593], [-1.506, 3.025, 0.974], [-1.284, 4.361, 0.907], [-0.996, 2.612, 2.132], [-2.816, 2.877, 1.043], [-0.297, -1.735, -2.347], [-0.241, -1.890, -3.735], [-1.078, -2.744, -1.469], [-1.608, -2.253, -0.327], [-0.114, -3.931, -1.124], [-0.770, -4.944, -0.544], [0.519, -4.451, -2.176], [0.817, -3.521, -0.275], [-2.319, -3.358, -2.241], [-2.982, -2.390, -2.872], [-3.177, -3.946, -1.432], [-2.006, -4.296, -3.158], [1.364, -0.990, -6.583], [-0.386, -0.772, -6.577], [0.295, -2.380, -6.334], [1.835, 0.583, -4.626], [1.790, 0.925, -2.213], [2.975, -0.433, 0.346], [4.381, 1.491, 1.125], [4.644, 3.951, 1.283], [3.373, 4.272, 2.476], [3.279, 5.019, 0.872], [1.016, 4.037, 0.567], [-0.801, -2.704, -4.182], [0.045, -0.231, 4.663], [-1.199, -0.881, 4.110], [-2.411, -0.353, 4.847], [-1.120, -2.381, 4.295], [-1.287, -0.548, 2.772], [0.164, -0.412, 5.750], [-0.002, 0.857, 4.480], [0.927, -0.630, 4.132], [-2.377, -0.581, 5.930], [-3.322, -0.802, 4.415], [-2.470, 0.741, 4.710], [-1.069, -2.676, 5.361], [-0.227, -2.766, 3.775], [-2.007, -2.852, 3.837]], "mulliken_charge": [0.131, -1.640, 0.341, -1.128, -0.969, 1.517, -0.348, -0.333, -0.181, -0.843, 0.591, -1.558, -0.618, -0.252, 1.974, -0.990, 0.254, -0.314, -0.303, -0.213, 0.391, -0.329, -0.221, -0.292, -0.538, -0.358, 1.542, -0.927, 0.704, -0.320, -0.316, -0.215, 0.377, -0.249, -0.270, -0.299, 0.380, 0.278, 0.360, 0.292, 0.284, 0.448, 0.290, 0.379, 0.267, 0.351, 0.358, 0.356, -1.590, 1.843, -1.644, -1.680, 0.125, 0.390, 0.242, 0.349, 0.376, 0.352, 0.313, 0.386, 0.352, 0.343]}

No. 4
{"formula": "C24H21F3GaN4O3S2", "method": "ωB97M-V with the def2-TZVPD basis set", "e_homo_ev": -11.13, "orbital_gap_ev": 8.1, "largest_force_ev_per_a": 0.48, "charge": 1, "e_lumo_ha": -0.1129, "spin_multiplicity": 1, "symbols": ["Ga", "F", "C", "F", "F", "C", "C", "C", "C", "N", "C", "S", "H", "H", "H", "C", "C", "C", "C", "C", "C", "C", "S", "O", "O", "N", "C", "C", "C", "C", "C", "C", "C", "C", "N", "C", "H", "H", "H", "H", "H", "H", "H", "H", "H", "H", "H", "H", "H", "C", "C", "N", "O", "H", "H", "H", "H", "H"], "xyz": [[-0.076, 0.399, 0.106], [0.949, 1.605, -5.777], [1.642, 1.691, -4.627], [2.666, 2.532, -4.847], [2.151, 0.485, -4.366], [0.752, 2.211, -3.524], [0.145, 3.439, -3.752], [-0.701, 4.000, -2.811], [-0.910, 3.293, -1.643], [-0.327, 2.119, -1.415], [0.498, 1.563, -2.319], [1.128, 0.010, -1.753], [0.342, 3.955, -4.684], [-1.184, 4.952, -2.978], [-1.555, 3.670, -0.856], [1.730, 7.780, 1.673], [1.467, 6.307, 1.830], [1.664, 5.425, 0.768], [1.421, 4.069, 0.905], [0.971, 3.594, 2.133], [0.778, 4.447, 3.215], [1.025, 5.799, 3.049], [0.622, 1.903, 2.339], [0.547, 1.635, 3.743], [1.559, 1.125, 1.499], [-0.697, 1.528, 1.533], [-2.027, 1.919, 1.551], [-2.637, 2.864, 2.324], [-4.026, 3.111, 2.173], [-4.781, 2.422, 1.271], [-4.169, 1.432, 0.457], [-4.866, 0.657, -0.500], [-4.206, -0.282, -1.239], [-2.823, -0.453, -1.043], [-2.148, 0.248, -0.163], [-2.801, 1.188, 0.597], [2.269, 7.993, 0.751], [2.317, 8.163, 2.508], [0.793, 8.340, 1.651], [2.032, 5.806, -0.178], [1.607, 3.390, 0.083], [0.460, 4.049, 4.170], [0.887, 6.471, 3.888], [-2.065, 3.418, 3.058], [-4.492, 3.862, 2.798], [-5.842, 2.613, 1.169], [-5.929, 0.816, -0.637], [-4.717, -0.887, -1.973], [-2.260, -1.170, -1.629], [2.158, -2.238, 1.488], [0.722, -1.980, 1.807], [0.213, -2.413, 2.947], [0.003, -1.346, 1.002], [2.649, -2.881, 2.214], [2.664, -1.271, 1.455], [2.218, -2.684, 0.496], [0.772, -2.925, 3.607], [-0.738, -2.179, 3.185]], "mulliken_charge": [0.214, -0.254, 0.617, -0.255, -0.263, 0.102, -0.474, -1.227, -0.046, -0.100, 0.479, -0.542, 0.468, 0.475, 0.490, -1.493, 1.024, -1.131, -0.297, -0.156, -0.433, -0.768, 1.385, -0.788, -0.723, 0.518, 0.954, -0.759, -0.887, -0.982, 0.486, -0.581, -0.931, -0.057, 0.163, 0.414, 0.359, 0.384, 0.322, 0.355, 0.629, 0.548, 0.417, 0.507, 0.420, 0.435, 0.463, 0.417, 0.589, -1.016, 0.833, -0.356, -0.328, 0.451, 0.199, 0.283, 0.213, 0.233]}